No. 1
{"formula": "C14H18N6O5PS2SeW", "method": "ωB97M-V/def2-TZVPD", "total_charge": 1, "mol_weight_g_mol": 708.2, "energy_ev": -132112.4538, "de_lowest_ev": 3.038, "symbols": ["W", "Se", "S", "S", "P", "O", "O", "O", "O", "O", "N", "N", "N", "N", "N", "N", "C", "C", "C", "C", "C", "C", "C", "C", "C", "C", "C", "C", "C", "C", "H", "H", "H", "H", "H", "H", "H", "H", "H", "H", "H", "H", "H", "H", "H", "H", "H", "H"], "coordinates": [[1.4596, -0.0943, -1.0825], [3.0710, 0.9973, -2.8069], [2.4011, -1.0513, 1.0922], [2.5580, -2.3634, -1.4206], [-1.6840, 0.5462, 0.6803], [4.0461, 1.5955, -3.9013], [3.7697, -3.3057, 0.6601], [1.9165, 1.9164, -1.9850], [1.9062, -0.2179, -3.1666], [3.5981, 0.3109, -1.3661], [0.9833, 1.3170, 0.5098], [-0.4466, 0.7937, -1.8131], [-2.4573, 1.6740, -1.8066], [-0.1863, -1.5150, -0.5217], [-0.0036, 2.1540, 2.2757], [-2.0395, -2.1989, 0.4630], [-0.4476, -2.8028, -0.9079], [-1.5177, 1.0515, -1.0645], [-3.2545, -2.2251, 1.2658], [1.2547, 2.6904, 2.2199], [-0.1362, 1.3158, 1.2259], [-1.5881, -3.2314, -0.3021], [1.8600, 2.1694, 1.1157], [-0.7099, 1.2673, -3.0673], [4.2261, -3.2503, 2.0282], [-1.9565, 1.8133, -3.0731], [-1.0101, 2.4794, 3.2779], [-1.1753, -1.1664, 0.3112], [2.9944, -2.3629, 0.2039], [-3.7707, 2.1190, -1.3638], [-3.4198, -3.2447, 1.6035], [-3.1346, -1.5842, 2.1347], [-2.0980, -4.1780, -0.3380], [3.4560, -3.6648, 2.6759], [1.5986, 3.3906, 2.9606], [-1.7624, 3.1461, 2.8607], [-1.4789, 1.5687, 3.6416], [-0.5130, 2.9727, 4.1079], [2.8461, 2.3287, 0.7140], [-4.3847, 1.2668, -1.0790], [4.4597, -2.2250, 2.3063], [0.0112, 1.1761, -3.8588], [-3.6741, 2.8049, -0.5249], [-2.5258, 2.2831, -3.8552], [0.1947, -3.3464, -1.5735], [-4.2462, 2.6388, -2.1900], [5.1195, -3.8646, 2.0563], [-4.1092, -1.8947, 0.6773]], "forces_ev_per_a": [[0.1, 0.4, -0.2], [-0.5, -0.2, 0.4], [0.0, 0.0, 0.0], [0.0, -0.1, -0.1], [0.0, -0.1, -0.1], [-0.1, 0.0, 0.1], [0.0, 0.1, 0.0], [0.1, -0.1, -0.1], [0.3, 0.1, -0.1], [0.2, 0.0, -0.2], [-0.2, -0.3, 0.1], [-0.1, -0.1, 0.1], [0.1, -0.1, 0.0], [-0.3, 0.2, 0.3], [0.0, -0.1, 0.0], [0.1, 0.1, 0.0], [0.1, 0.0, 0.0], [0.1, 0.0, 0.0], [0.0, 0.0, 0.0], [0.0, 0.1, 0.0], [0.1, 0.1, -0.1], [0.0, -0.1, 0.1], [0.1, 0.0, 0.0], [0.1, 0.0, 0.0], [0.0, 0.0, 0.0], [-0.1, 0.0, 0.0], [0.0, 0.0, 0.0], [0.0, 0.0, -0.2], [0.1, -0.1, -0.1], [0.0, 0.0, 0.0], [0.0, 0.0, 0.0], [0.0, 0.0, 0.0], [0.0, 0.0, 0.0], [0.0, 0.0, 0.0], [0.0, 0.0, 0.0], [0.0, 0.0, 0.0], [0.0, 0.0, 0.0], [0.0, 0.0, 0.0], [0.0, 0.0, 0.0], [0.0, 0.0, 0.0], [0.0, 0.0, 0.0], [0.0, 0.0, 0.0], [0.0, 0.0, 0.0], [0.0, 0.0, 0.0], [0.0, 0.0, 0.0], [0.0, 0.0, 0.0], [0.0, 0.0, 0.0], [0.0, 0.0, 0.0]], "mulliken_charge": [1.8631, 1.0894, -0.4733, -0.3661, -0.3899, -0.6730, -0.2995, -0.6401, -0.6902, -0.5619, -0.0210, 0.0727, 0.1671, 0.3109, 0.1784, 0.1165, -0.6629, 0.1498, -0.8989, -0.4552, -0.0197, -0.5641, -0.7753, -0.5411, -0.6877, -0.4985, -0.8401, 0.0418, 0.9010, -0.7980, 0.3420, 0.3785, 0.4841, 0.3163, 0.4533, 0.3230, 0.3465, 0.3200, 0.5884, 0.3047, 0.3639, 0.5452, 0.3247, 0.4459, 0.5303, 0.3285, 0.2584, 0.3124]}

No. 2
{"formula": "C35H34FN10O5PReS2", "method": "ωB97M-V/def2-TZVPD", "total_charge": 2, "mol_weight_g_mol": 975.0, "energy_ev": -97782.1932, "spin_multiplicity": 2, "s_squared": 0.78, "symbols": ["Re", "S", "S", "P", "F", "O", "O", "O", "O", "O", "N", "N", "N", "N", "N", "N", "N", "N", "N", "N", "C", "C", "C", "C", "C", "C", "C", "C", "C", "C", "C", "C", "C", "C", "C", "C", "C", "C", "C", "C", "C", "C", "C", "C", "C", "C", "C", "C", "C", "C", "C", "C", "C", "C", "C", "H", "H", "H", "H", "H", "H", "H", "H", "H", "H", "H", "H", "H", "H", "H", "H", "H", "H", "H", "H", "H", "H", "H", "H", "H", "H", "H", "H", "H", "H", "H", "H", "H", "H"], "coordinates": [[1.1315, 0.4108, -0.3683], [-1.7110, -0.3046, -1.8630], [-0.8821, 1.5067, -4.2217], [3.5480, 3.0592, 0.1116], [-0.3165, -2.1760, 5.8949], [-1.5840, -0.7918, -3.2016], [0.3044, -0.7419, 1.1551], [0.9987, -3.3103, -2.1903], [1.4150, -1.2995, -1.3727], [-1.5976, -1.2384, -0.7802], [-0.4883, 0.8381, -1.6042], [2.9314, 0.3476, 0.7800], [1.2833, 4.3254, 1.2222], [2.3625, 1.3504, -1.7718], [4.7480, 1.1122, 1.7528], [0.1250, 2.9691, -2.3354], [3.9696, 2.5585, -2.6554], [-6.9364, 2.3501, -1.1737], [0.8853, 2.2546, 0.5945], [-1.1354, -4.5169, 1.0125], [-0.2318, 2.7466, 1.1838], [0.2076, -2.8402, -0.0239], [-0.4651, -4.0395, -0.0326], [-3.9083, 0.4475, -0.4562], [3.2374, 2.3343, -1.5448], [-0.9489, -3.9335, 2.2430], [-1.0668, -4.0215, 4.6474], [0.0093, 4.0340, 1.5806], [-5.7330, 1.7676, -1.3306], [0.1420, 3.7081, -3.4612], [5.7985, 2.0168, 2.1284], [2.5431, 0.9428, -3.0488], [-5.1455, 1.0251, -0.2878], [-0.3987, 1.7875, -2.5379], [-3.8231, 1.2634, -2.7228], [-5.0460, 1.8687, -2.5551], [1.7979, 3.2349, 0.6203], [-0.3376, -2.6642, 2.3216], [-0.3544, 3.0998, -4.5778], [4.9960, 3.5482, -2.8315], [-3.0658, -5.2407, -0.3148], [0.9084, -2.4749, -1.3197], [4.5955, -0.1733, 2.1489], [-0.5098, -2.7439, 4.7018], [0.0891, -1.9893, 1.1091], [3.7318, 1.4127, 0.9201], [-1.3082, -4.6093, 3.4273], [3.4639, -0.6425, 1.5384], [-2.8769, -5.8901, 2.0874], [-0.1517, -2.0565, 3.5684], [-1.9551, -5.9504, 3.3001], [3.5392, 1.6923, -3.6084], [-2.0938, -5.6112, 0.8062], [1.9637, 5.5726, 1.4383], [-3.2403, 0.5753, -1.6672], [5.3697, 2.9336, 2.5357], [-0.4726, -4.6011, -0.9564], [6.4095, 2.2703, 1.2606], [0.5200, 4.7133, -3.4106], [-5.4965, 2.4083, -3.3738], [-1.3019, -4.5447, 5.5613], [3.0196, -1.6154, 1.5987], [-2.5173, -6.1916, 4.2029], [4.6113, 4.3954, -3.4011], [-7.4426, 2.2739, -0.3094], [-3.8436, -5.9964, -0.3707], [3.9702, 1.6660, -4.5864], [5.8378, 3.1192, -3.3718], [-3.5368, -4.2828, -0.1064], [1.2477, 6.3298, 1.7512], [5.3489, 3.8933, -1.8616], [-2.5809, -5.1837, -1.2833], [1.9853, 0.1210, -3.4520], [2.7270, 5.4642, 2.2105], [-0.6181, 4.7356, 2.0939], [-3.3207, 1.3140, -3.6740], [-1.1952, -6.7241, 3.1641], [-3.6072, -5.0947, 2.2532], [-7.3447, 2.8782, -1.9243], [-3.4209, -6.8249, 1.9632], [-0.4443, 3.5059, -5.5638], [5.2830, -0.6608, 2.8100], [-3.4476, -0.1253, 0.3346], [2.4445, 5.9002, 0.5167], [-1.1211, 2.1566, 1.2906], [0.2967, -1.0768, 3.6249], [-1.5247, -6.5049, 0.5213], [-5.6810, 0.8975, 0.6409], [6.4302, 1.5470, 2.8779]], "forces_ev_per_a": [[-1.7, 0.1, -1.4], [-1.6, -0.1, 0.5], [0.7, 0.8, 0.2], [-0.7, -0.7, -0.2], [0.0, 0.0, 0.1], [0.2, 0.1, -0.1], [0.8, 1.4, -0.2], [0.1, 0.6, 0.0], [1.7, 2.3, -0.1], [-0.2, 0.5, -0.1], [1.4, -2.5, 2.7], [0.0, 0.2, -0.1], [0.1, -0.9, -0.5], [0.4, 0.1, 0.4], [-0.9, 0.0, -0.6], [-0.3, -0.7, 1.0], [-0.6, -0.3, 0.6], [-0.3, 0.2, 0.0], [0.6, 0.4, 0.0], [0.4, 0.1, -0.2], [-0.4, 0.4, 0.4], [0.5, 0.5, 0.2], [0.2, 0.1, 0.2], [0.0, 0.1, 0.1], [0.1, 0.2, 0.4], [0.3, 0.6, 0.6], [0.0, 0.1, -0.3], [-0.6, -0.4, 0.0], [0.4, -0.3, 0.0], [-0.2, 0.0, -0.9], [0.7, 0.6, 0.2], [0.3, -0.1, -0.6], [0.1, 0.1, -0.1], [-0.1, 2.0, -2.4], [-0.2, 0.1, -0.1], [0.1, -0.1, 0.1], [0.3, 0.0, 0.0], [-0.2, 0.0, -0.3], [0.1, 0.0, 0.5], [0.6, 0.6, -0.2], [0.2, -0.1, 0.1], [-1.3, -2.4, 0.9], [-0.3, -0.8, 0.0], [0.1, 0.3, -0.4], [-0.6, -2.0, -0.3], [0.2, 0.3, -0.1], [0.0, 0.0, 0.2], [0.4, -0.3, 0.5], [0.3, -0.1, 0.1], [-0.1, -0.2, 0.4], [-0.2, -0.1, -0.1], [-0.4, -0.4, -0.2], [-0.7, -0.6, -0.1], [0.5, 0.7, 0.1], [0.8, -0.5, -0.1], [0.1, -0.1, 0.1], [-0.1, 0.0, 0.0], [0.0, -0.1, 0.1], [0.1, 0.2, -0.1], [-0.1, 0.0, -0.1], [-0.1, 0.0, 0.1], [-0.1, -0.2, 0.0], [0.1, 0.0, 0.0], [0.0, 0.0, 0.1], [0.0, 0.0, -0.1], [-0.1, -0.1, 0.0], [0.1, 0.0, -0.3], [0.0, 0.0, 0.0], [0.0, 0.1, 0.1], [0.0, -0.1, 0.0], [0.0, 0.0, -0.1], [0.0, 0.0, -0.1], [-0.1, -0.1, -0.2], [-0.1, 0.0, 0.0], [-0.1, 0.1, 0.0], [-0.2, 0.0, -0.1], [0.0, -0.1, 0.0], [-0.1, 0.0, -0.1], [-0.1, 0.0, 0.1], [0.0, 0.0, -0.1], [0.0, 0.1, -0.3], [0.1, -0.1, 0.1], [-0.1, -0.1, 0.1], [-0.1, 0.0, 0.1], [-0.2, -0.1, 0.0], [0.0, 0.1, 0.1], [0.0, 0.1, 0.1], [0.0, 0.0, 0.1], [-0.1, 0.0, 0.0]], "lowdin_spin": [0.8928, 0.0042, -0.0094, 0.0041, 0.0004, -0.0021, 0.0455, 0.0002, 0.0275, 0.0001, -0.0403, -0.0016, 0.0076, -0.0001, 0.0014, -0.0140, 0.0139, -0.0006, 0.0036, 0.0092, 0.0059, 0.0093, 0.0014, 0.0001, 0.0190, 0.0019, 0.0004, -0.0007, -0.0004, -0.0024, 0.0001, 0.0080, 0.0002, 0.0045, -0.0002, -0.0005, 0.0129, 0.0024, -0.0208, 0.0011, 0.0004, 0.0048, 0.0000, 0.0011, 0.0021, 0.0041, 0.0008, 0.0021, 0.0000, -0.0010, 0.0000, -0.0019, 0.0007, 0.0006, 0.0010, 0.0000, 0.0000, 0.0000, 0.0002, 0.0000, 0.0000, 0.0000, 0.0000, 0.0005, 0.0000, 0.0000, -0.0004, 0.0003, 0.0000, 0.0000, 0.0001, 0.0000, 0.0003, 0.0003, -0.0002, -0.0002, 0.0000, 0.0000, 0.0000, 0.0000, -0.0010, 0.0000, 0.0000, 0.0002, 0.0004, -0.0001, 0.0003, 0.0000, 0.0000]}